[1]
{"formula": "C35H52BF21N2O11PS2", "method": "ωB97M-V with the def2-TZVPD basis set", "gap_ev": 7.6930, "lumo_ev": -4.5, "charge": 1, "e_above_lowest_kj_mol": 233.79, "symbols": ["C", "C", "C", "C", "C", "C", "C", "C", "O", "C", "N", "C", "C", "C", "C", "C", "C", "F", "F", "C", "F", "F", "S", "F", "F", "F", "F", "F", "C", "P", "S", "N", "C", "C", "B", "O", "O", "H", "H", "H", "H", "H", "H", "H", "H", "H", "H", "H", "H", "H", "H", "H", "H", "H", "H", "H", "H", "H", "H", "H", "H", "H", "H", "H", "H", "H", "H", "H", "H", "C", "C", "O", "C", "O", "C", "F", "F", "F", "H", "H", "H", "H", "H", "C", "C", "O", "C", "O", "C", "F", "F", "F", "H", "H", "H", "H", "H", "C", "C", "O", "C", "O", "C", "F", "F", "F", "H", "H", "H", "H", "H", "C", "C", "O", "C", "O", "C", "F", "F", "F", "H", "H", "H", "H", "H"], "coordinates": [[-5.769, 3.305, 1.931], [-5.129, 1.991, 1.391], [-4.062, 1.465, 2.391], [-3.613, -0.001, 2.117], [-2.140, -0.115, 1.629], [-1.129, 0.560, 2.629], [-0.013, -0.419, 3.139], [1.373, 0.238, 3.358], [1.274, 0.697, 4.770], [0.844, 1.926, 4.844], [0.385, 2.946, 4.740], [1.883, 1.319, 2.372], [2.157, 0.936, 0.867], [1.003, 0.213, 0.144], [1.392, -0.195, -1.326], [0.142, -0.180, -2.242], [-0.189, 1.244, -2.825], [0.128, 1.174, -4.133], [0.623, 2.108, -2.173], [-1.690, 1.550, -2.583], [-1.799, 1.865, -1.289], [-2.466, 0.502, -2.796], [-2.419, 2.982, -3.577], [-2.343, 2.145, -4.926], [-1.004, 3.679, -3.806], [-2.566, 3.875, -2.237], [-3.891, 2.411, -3.244], [-3.095, 4.156, -4.402], [3.345, 1.498, 2.900], [4.455, 2.997, 2.816], [5.770, 2.781, 4.242], [3.677, 0.396, 3.423], [2.648, -0.667, 3.454], [2.850, -1.299, 4.920], [2.794, -1.973, 2.551], [1.839, -2.960, 2.638], [3.877, -2.231, 1.696], [-5.045, 4.132, 1.988], [-6.260, 3.123, 2.899], [-6.542, 3.605, 1.197], [-4.616, 2.225, 0.436], [-5.888, 1.212, 1.206], [-4.492, 1.500, 3.412], [-3.225, 2.189, 2.387], [-4.251, -0.385, 1.301], [-3.777, -0.672, 2.978], [-1.842, -1.151, 1.391], [-2.087, 0.471, 0.694], [-0.746, 1.507, 2.220], [-1.736, 0.840, 3.511], [-0.345, -0.779, 4.128], [-0.007, -1.293, 2.473], [1.295, 2.247, 2.274], [2.458, 1.861, 0.341], [3.053, 0.277, 0.816], [0.666, -0.713, 0.631], [0.165, 0.932, 0.073], [2.266, 0.351, -1.711], [1.708, -1.256, -1.249], [0.328, -0.880, -3.076], [-0.692, -0.610, -1.663], [5.024, 3.177, 1.532], [3.620, 4.086, 3.196], [4.582, 0.164, 3.843], [3.321, -0.521, 5.538], [1.920, -1.700, 5.334], [3.613, -2.098, 4.802], [1.546, -3.231, 1.755], [3.787, -1.653, 0.921], [9.311, 4.320, 9.144], [8.830, 2.933, 9.513], [7.403, 2.919, 9.713], [6.658, 2.834, 8.616], [7.075, 2.772, 7.494], [5.173, 2.781, 8.992], [4.856, 3.690, 9.925], [4.842, 1.572, 9.484], [4.383, 3.008, 7.933], [8.990, 5.047, 9.890], [10.399, 4.341, 9.074], [8.897, 4.638, 8.186], [9.273, 2.627, 10.460], [9.120, 2.193, 8.767], [-0.917, 0.854, -8.409], [-2.299, 0.397, -7.988], [-3.141, 0.192, -9.133], [-2.994, -0.975, -9.763], [-2.227, -1.838, -9.448], [-3.986, -1.072, -10.928], [-4.026, 0.061, -11.649], [-5.234, -1.303, -10.479], [-3.673, -2.064, -11.765], [-0.984, 1.741, -9.040], [-0.307, 1.085, -7.535], [-0.409, 0.084, -8.991], [-2.775, 1.172, -7.390], [-2.255, -0.504, -7.375], [1.314, -5.128, -6.231], [2.455, -5.220, -5.239], [3.221, -3.997, -5.220], [2.729, -3.008, -4.490], [1.710, -3.052, -3.857], [3.681, -1.805, -4.538], [4.115, -1.554, -5.779], [4.771, -2.020, -3.777], [3.106, -0.675, -4.092], [1.688, -4.857, -7.220], [0.790, -6.081, -6.300], [0.598, -4.360, -5.938], [3.144, -6.007, -5.540], [2.100, -5.466, -4.238], [-6.670, -3.009, -2.311], [-7.647, -3.067, -1.155], [-7.135, -3.890, -0.090], [-6.267, -3.310, 0.733], [-5.883, -2.178, 0.653], [-5.853, -4.289, 1.837], [-5.575, -5.509, 1.349], [-6.833, -4.437, 2.744], [-4.763, -3.867, 2.492], [-6.418, -4.015, -2.649], [-7.098, -2.452, -3.145], [-5.738, -2.526, -2.014], [-8.577, -3.531, -1.479], [-7.894, -2.071, -0.786]]}

[2]
{"formula": "C35H52O2P4Rh", "method": "ωB97M-V with the def2-TZVPD basis set", "gap_ev": [5.3206, 2.6752], "spin_multiplicity": 5, "lumo_ev": [-9.9, -12.6], "s2": 6.046, "charge": 3, "e_above_lowest_kj_mol": 26.81, "symbols": ["Rh", "P", "P", "P", "H", "C", "C", "H", "C", "C", "C", "C", "C", "C", "C", "C", "C", "H", "H", "H", "H", "H", "H", "H", "H", "H", "H", "H", "H", "H", "H", "H", "H", "H", "H", "H", "H", "H", "H", "H", "H", "H", "H", "H", "H", "H", "C", "C", "C", "C", "C", "C", "O", "H", "H", "H", "H", "H", "H", "O", "P", "C", "C", "C", "C", "C", "C", "C", "C", "C", "C", "C", "C", "C", "C", "C", "C", "C", "C", "H", "H", "H", "H", "H", "H", "H", "H", "H", "H", "H", "H", "H", "H", "H"], "coordinates": [[-0.578, 0.031, -1.789], [-1.163, 2.221, -1.757], [-2.399, -0.574, -0.640], [-1.469, -0.620, -3.782], [5.083, -1.683, -0.839], [4.496, -1.393, -1.715], [4.241, 0.033, -1.972], [4.750, 0.696, -1.236], [-0.443, 2.977, -0.258], [-2.876, 2.849, -1.818], [-0.275, 2.983, -3.166], [-2.251, -2.326, -0.139], [-2.653, 0.291, 0.951], [-4.101, -0.490, -1.339], [-0.458, -0.522, -5.301], [-3.006, 0.181, -4.447], [-1.867, -2.394, -3.677], [4.965, -1.862, -2.589], [4.385, 0.369, -3.009], [0.310, 2.292, 0.154], [-1.209, 3.169, 0.506], [0.028, 3.934, -0.516], [-3.372, 2.693, -0.853], [-3.470, 2.372, -2.602], [-2.853, 3.929, -2.021], [0.747, 2.576, -3.192], [-0.232, 4.073, -3.035], [-0.781, 2.752, -4.114], [-3.253, -2.749, 0.009], [-1.699, -2.395, 0.805], [-1.731, -2.914, -0.902], [-3.710, 0.551, 1.085], [-2.057, 1.207, 1.000], [-2.351, -0.365, 1.775], [-4.428, -1.483, -1.661], [-4.192, 0.208, -2.174], [-4.784, -0.155, -0.550], [-1.109, -0.349, -6.159], [0.079, -1.456, -5.466], [0.260, 0.294, -5.235], [-2.962, 0.119, -5.545], [-3.061, 1.245, -4.180], [-3.902, -0.357, -4.110], [-1.921, -2.797, -4.694], [-2.819, -2.564, -3.163], [-1.070, -2.915, -3.139], [2.497, -0.574, -2.480], [3.000, -1.768, -1.649], [2.661, -3.070, -2.204], [2.457, -3.180, -3.544], [2.487, -2.042, -4.421], [2.547, -0.762, -3.955], [1.645, 0.193, -1.956], [0.209, -1.389, -2.252], [2.654, -1.628, -0.627], [2.721, -3.922, -1.517], [2.290, -4.170, -4.000], [2.353, -2.222, -5.494], [2.387, 0.131, -4.574], [0.486, 0.059, 1.308], [0.562, 0.228, 2.810], [-0.117, 1.829, 3.313], [0.701, 2.964, 3.180], [0.169, 4.229, 3.404], [-1.174, 4.382, 3.747], [-1.993, 3.257, 3.876], [-1.472, 1.981, 3.660], [-0.358, -1.068, 3.673], [-0.909, -0.882, 4.948], [-1.658, -1.902, 5.534], [-1.843, -3.112, 4.861], [-1.245, -3.320, 3.613], [-0.481, -2.312, 3.025], [2.247, 0.192, 3.431], [2.564, 0.689, 4.698], [3.872, 0.608, 5.165], [4.863, 0.021, 4.374], [4.545, -0.489, 3.105], [3.233, -0.402, 2.623], [1.749, 2.841, 2.904], [0.817, 5.095, 3.309], [-1.588, 5.372, 3.924], [-3.044, 3.355, 4.156], [-2.114, 1.098, 3.773], [-0.764, 0.065, 5.469], [-2.093, -1.737, 6.517], [-2.439, -3.902, 5.315], [-1.356, -4.270, 3.085], [0.025, -2.472, 2.066], [1.788, 1.141, 5.308], [4.112, 1.001, 6.147], [5.889, -0.053, 4.739], [5.308, -0.973, 2.484], [2.972, -0.787, 1.630]]}

[3]
{"formula": "C35H53BGaN11S3", "method": "ωB97M-V with the def2-TZVPD basis set", "gap_ev": 7.0960, "lumo_ev": -6.2, "charge": 2, "symbols": ["Ga", "C", "C", "C", "C", "N", "N", "B", "N", "N", "C", "C", "C", "C", "C", "S", "C", "C", "C", "C", "N", "N", "C", "C", "C", "C", "C", "S", "C", "C", "C", "C", "C", "S", "C", "C", "C", "C", "H", "H", "H", "H", "H", "H", "H", "H", "H", "H", "H", "H", "H", "H", "H", "H", "H", "H", "H", "H", "H", "H", "H", "H", "H", "H", "H", "H", "H", "H", "H", "H", "H", "H", "H", "H", "H", "H", "H", "N", "C", "N", "C", "N", "C", "C", "N", "C", "C", "C", "C", "N", "H", "H", "H", "H", "H", "H", "H", "H", "H", "H", "H", "H", "H", "H"], "coordinates": [[-0.021, 0.834, -0.422], [-4.442, 0.745, 2.212], [-3.767, -0.597, 2.121], [-4.458, -1.749, 2.309], [-3.821, -3.014, 2.226], [-2.557, -3.096, 1.937], [-1.860, -1.955, 1.751], [-0.401, -2.339, 1.452], [0.760, -1.411, 1.832], [0.569, -2.461, 2.664], [1.219, -2.624, 3.793], [2.205, -1.639, 4.049], [2.446, -0.598, 3.210], [3.492, 0.419, 3.530], [1.644, -0.448, 2.010], [1.863, 0.885, 0.986], [0.891, -3.780, 4.716], [-0.610, -3.714, 5.049], [1.217, -5.083, 3.975], [1.717, -3.701, 6.000], [-0.227, -3.304, 0.282], [-0.474, -4.600, 0.648], [-0.413, -5.508, -0.282], [-0.030, -5.162, -1.608], [0.216, -3.887, -1.975], [0.613, -3.524, -3.379], [0.054, -2.893, -0.958], [0.241, -1.271, -1.491], [-0.813, -6.952, 0.016], [-1.997, -7.302, -0.906], [0.378, -7.877, -0.295], [-1.243, -7.162, 1.464], [-2.364, -0.706, 1.844], [-1.398, 0.697, 1.729], [-4.557, -4.340, 2.414], [-5.988, -4.115, 2.903], [-3.804, -5.200, 3.442], [-4.588, -5.059, 1.049], [-5.526, 0.629, 2.155], [-4.099, 1.412, 1.423], [-4.200, 1.236, 3.161], [-5.519, -1.700, 2.521], [2.782, -1.719, 4.962], [4.004, 0.177, 4.458], [3.036, 1.408, 3.617], [4.226, 0.485, 2.724], [-1.222, -3.797, 4.146], [-0.864, -2.784, 5.568], [-0.866, -4.549, 5.707], [0.622, -5.166, 3.069], [0.989, -5.930, 4.628], [2.281, -5.137, 3.710], [1.502, -2.794, 6.575], [2.794, -3.754, 5.805], [1.458, -4.554, 6.627], [0.042, -5.942, -2.356], [0.634, -4.415, -4.005], [1.608, -3.069, -3.384], [-0.067, -2.799, -3.830], [-1.745, -7.193, -1.966], [-2.869, -6.673, -0.694], [-2.284, -8.345, -0.743], [0.698, -7.822, -1.341], [0.085, -8.912, -0.100], [1.239, -7.644, 0.341], [-2.057, -6.487, 1.746], [-0.414, -7.013, 2.153], [-1.594, -8.191, 1.582], [-6.019, -3.560, 3.847], [-6.454, -5.086, 3.079], [-6.605, -3.592, 2.164], [-3.844, -4.743, 4.438], [-2.756, -5.332, 3.162], [-4.272, -6.187, 3.506], [-5.120, -4.459, 0.300], [-5.106, -6.020, 1.143], [-3.571, -5.241, 0.686], [-0.314, -0.921, -5.402], [0.126, 0.011, -4.864], [0.660, 1.091, -4.287], [0.830, 1.288, -3.063], [1.012, 1.522, -1.917], [-1.311, 4.593, -2.949], [-2.583, 4.368, -2.131], [-3.155, 3.011, -2.260], [-4.382, 2.878, -3.084], [-4.103, 2.909, -4.581], [-2.529, 1.957, -1.733], [-3.071, 0.582, -2.017], [-1.466, 2.094, -0.967], [-0.960, 5.617, -2.806], [-1.510, 4.448, -4.012], [-0.502, 3.918, -2.667], [-3.353, 5.054, -2.470], [-2.427, 4.591, -1.075], [-5.037, 3.701, -2.806], [-4.902, 1.967, -2.807], [-3.696, 3.875, -4.890], [-5.031, 2.747, -5.135], [-3.391, 2.129, -4.871], [-3.248, 0.433, -3.083], [-4.018, 0.437, -1.493], [-2.378, -0.179, -1.684], [-1.198, 3.053, -0.812]]}